{"formula": "C23H24IrN9O2", "method": "ωB97M-V with the def2-TZVPD basis set", "s2": 8.77, "total_energy_ev": -44553.0066, "homo_lumo_gap_ev": [7.810, 4.450], "homo_energy_ev": [-16.4, -17.6], "total_charge": 3, "spin_multiplicity": 6, "de_lowest_kcal_mol": 13.0, "species": ["Ir", "C", "N", "C", "C", "C", "C", "C", "C", "N", "C", "C", "C", "C", "C", "C", "N", "C", "C", "C", "C", "C", "N", "H", "H", "H", "H", "H", "H", "H", "H", "H", "H", "H", "H", "H", "H", "H", "H", "H", "H", "C", "N", "C", "N", "O", "H", "H", "H", "H", "H", "H", "O", "N", "C", "C", "N", "C", "N"], "xyz": [[0.679660, 0.864862, -0.848154], [-0.832095, 1.802051, 1.837338], [-1.175983, 1.721683, 0.407654], [-2.325669, 0.840844, 0.109431], [-2.030315, -0.448277, -0.630789], [-3.025085, -1.412587, -0.714154], [-2.831750, -2.527286, -1.511020], [-1.641664, -2.656689, -2.217951], [-0.684457, -1.678011, -2.067757], [-0.873255, -0.602120, -1.281759], [-1.371164, 3.084324, -0.142793], [-1.301827, 3.096030, -1.641428], [-2.063291, 3.951104, -2.411481], [-1.884079, 3.959607, -3.788574], [-0.964599, 3.091774, -4.356406], [-0.239431, 2.262514, -3.526083], [-0.394551, 2.276988, -2.193274], [0.449848, 1.094657, 2.202384], [0.760015, 0.850136, 3.531315], [1.982334, 0.290029, 3.855940], [2.875855, -0.021579, 2.836080], [2.501758, 0.243024, 1.539028], [1.310846, 0.793716, 1.224628], [-1.645518, 1.436449, 2.465265], [-0.689699, 2.849185, 2.108799], [-3.035475, 1.391287, -0.513114], [-2.855879, 0.583960, 1.027420], [-3.954164, -1.273649, -0.174653], [-3.606078, -3.278858, -1.597083], [-1.463616, -3.490811, -2.882453], [0.259423, -1.736337, -2.595283], [-0.555124, 3.712642, 0.219756], [-2.308637, 3.523688, 0.207855], [-2.782213, 4.610418, -1.942498], [-2.459329, 4.632678, -4.410063], [-0.804278, 3.060183, -5.424633], [0.491184, 1.572971, -3.929587], [0.049497, 1.119220, 4.303701], [2.246310, 0.107364, 4.890041], [3.848861, -0.445481, 3.042759], [3.172431, 0.030190, 0.716352], [-1.428450, -3.144454, 3.879112], [-0.506514, -3.718334, 2.980175], [0.057529, -2.999846, 1.843988], [0.950455, -3.730856, 1.171478], [-0.307429, -1.876784, 1.615744], [-1.047393, -3.264049, 4.907516], [-2.373540, -3.716502, 3.849300], [-1.595833, -2.102707, 3.628243], [-0.235376, -4.692430, 3.138695], [1.236678, -4.663635, 1.429515], [1.368041, -3.330581, 0.344244], [2.572785, 0.484690, -2.145257], [3.776053, 0.696453, -2.080897], [4.762329, -0.120144, -2.110329], [6.111311, 0.357642, -2.034353], [7.199864, 0.706815, -1.928547], [4.484366, -1.535191, -2.131295], [4.146325, -2.631985, -2.082069]], "forces_ev_per_angstrom": [[-1.0, 0.5, 0.4], [0.1, -0.1, 0.0], [-0.1, 0.0, -0.1], [0.0, -0.1, 0.0], [-0.1, 0.0, -0.1], [0.0, 0.0, 0.0], [0.0, 0.0, 0.0], [0.0, 0.0, 0.0], [0.0, 0.0, 0.1], [0.2, 0.0, 0.1], [0.1, 0.0, -0.1], [0.0, -0.1, 0.0], [-0.1, 0.0, -0.1], [0.0, 0.0, 0.0], [0.0, 0.0, 0.0], [0.0, 0.1, 0.0], [0.5, -0.1, 0.0], [0.0, 0.0, -0.1], [0.0, 0.0, 0.1], [0.0, 0.0, 0.0], [0.0, 0.0, 0.0], [0.0, 0.1, 0.1], [0.3, -0.1, -0.3], [0.0, 0.0, 0.0], [-0.1, 0.0, 0.0], [0.0, 0.0, 0.0], [0.0, 0.1, 0.0], [0.0, 0.0, 0.0], [0.0, 0.0, 0.0], [0.0, 0.0, 0.0], [0.0, 0.0, 0.0], [0.0, 0.0, 0.1], [0.0, 0.0, 0.0], [0.0, 0.0, 0.0], [0.0, 0.0, 0.0], [0.0, 0.0, 0.0], [0.0, 0.0, 0.0], [0.0, 0.0, 0.0], [0.0, 0.0, 0.0], [0.0, 0.0, 0.0], [0.0, 0.0, 0.0], [0.0, 0.3, 0.0], [0.0, -0.3, 0.2], [0.2, 0.2, -0.4], [-0.1, -0.1, 0.1], [-0.1, -0.2, 0.2], [-0.1, -0.1, 0.0], [0.1, -0.1, 0.0], [0.0, 0.0, 0.0], [0.0, 0.0, 0.0], [0.0, 0.0, 0.0], [0.0, 0.0, 0.0], [0.0, -0.1, -0.4], [0.1, 0.2, 0.0], [0.4, -0.3, 0.0], [-0.1, 0.1, 0.0], [-0.1, 0.0, 0.0], [-0.1, 0.0, 0.0], [0.0, 0.2, 0.0]]}